[1]
This record from the OMol25 dataset describes 10 unconnected molecules or ions with the total composition C20H63N7O13. The level of theory is ωB97M-V with the def2-TZVPD basis set.

Summary:
LUMO energy: 0.12 eV
M: 609.8 g/mol
ΔE to the lowest compared entry with this formula, charge and spin: 0.0 kcal per mole
maximum force: 7.37 eV/Å
structure (SMILES): COCCNCCOC.COCCNCCOC.COCCNCCOC.NC(N)=O.NC(N)=O.O.O.O.O.O
HOMO level: -0.320 Ha
Kohn-Sham gap: 8.83 eV

Last column: Mulliken charge in e.
Element x y z (Å)
C (7.85859, 17.60239, -3.41712)  -0.699
O (6.56592, 17.06108, -3.61750)  -0.436
C (5.82655, 17.16327, -2.38079)  -0.460
C (4.25736, 17.03653, -2.61670)  -0.348
N (3.72720, 18.05584, -3.56248)  -0.430
C (2.41011, 17.64118, -4.06124)  -0.575
C (1.27249, 18.10246, -3.02363)  -0.646
O (1.01946, 17.17113, -1.92781)  -0.131
C (0.47788, 15.90570, -2.30881)  -0.927
H (8.27583, 17.57927, -2.41041)  0.268
H (7.90385, 18.59485, -3.86554)  0.257
H (8.47309, 16.98258, -4.07005)  0.316
H (6.00749, 18.10434, -1.86142)  0.283
H (6.17809, 16.40193, -1.68446)  0.382
H (3.74840, 16.99123, -1.65388)  0.113
H (4.18054, 16.01387, -2.98596)  0.310
H (4.46076, 17.85450, -4.22690)  0.317
H (2.42640, 16.60634, -4.40318)  0.367
H (2.25220, 18.24488, -4.95494)  0.413
H (0.40373, 18.40772, -3.60685)  0.436
H (1.61798, 19.04610, -2.60139)  0.243
H (1.15070, 15.24821, -2.85938)  0.322
H (-0.46560, 16.05526, -2.83376)  0.371
H (0.20330, 15.42905, -1.36780)  0.286
C (6.71239, 23.10292, 1.99721)  -0.517
O (7.38631, 24.13427, 1.27703)  -0.414
C (7.88247, 23.76867, 0.05943)  0.173
C (8.92439, 24.77537, -0.48639)  -0.673
N (9.38627, 24.73577, -1.85132)  -0.172
C (10.73742, 24.16923, -1.98649)  -1.353
C (10.78771, 22.63947, -1.87149)  -0.117
O (9.66644, 21.82153, -2.28221)  -0.496
C (9.39473, 22.16111, -3.67276)  -1.008
H (5.69521, 22.96258, 1.63152)  0.284
H (6.63513, 23.26706, 3.07201)  0.360
H (7.09292, 22.08178, 2.02109)  0.083
H (7.03420, 23.59202, -0.60188)  0.309
H (8.27818, 22.75589, -0.01662)  -0.155
H (9.89237, 24.66996, 0.00351)  0.365
H (8.46849, 25.73239, -0.23271)  0.307
H (8.80219, 24.42619, -2.61492)  0.247
H (11.28646, 24.64870, -1.17609)  0.440
H (11.16190, 24.45836, -2.94790)  0.347
H (10.87348, 22.45219, -0.80113)  0.331
H (11.75711, 22.23135, -2.15749)  0.441
H (9.83042, 21.39062, -4.30886)  0.259
H (9.72803, 23.15801, -3.96121)  0.538
H (8.32525, 22.19939, -3.87969)  0.230
C (1.23657, 19.05185, 1.95876)  -0.207
O (0.00365, 18.49359, 2.47858)  -0.415
C (0.08129, 17.08929, 2.83433)  0.039
C (-1.26434, 16.62362, 3.26853)  -0.666
N (-1.24518, 15.29492, 3.84099)  -0.261
C (-2.60292, 14.85426, 4.32288)  -0.701
C (-2.47890, 13.33560, 4.78946)  -0.421
O (-3.88129, 12.89062, 5.08099)  -0.286
C (-4.00761, 11.57377, 5.19095)  -0.738
H (1.03818, 20.07794, 1.64915)  0.282
H (1.41665, 18.54675, 1.00979)  -0.127
H (2.08813, 19.00747, 2.63771)  0.310
H (0.71893, 17.00710, 3.71454)  0.274
H (0.56926, 16.54295, 2.02717)  0.055
H (-2.08894, 16.64848, 2.55612)  0.320
H (-1.48875, 17.18897, 4.17303)  0.227
H (-0.89040, 14.63296, 3.16568)  0.224
H (-3.36678, 15.06096, 3.57330)  0.376
H (-2.97963, 15.40920, 5.18208)  0.283
H (-1.78498, 13.35949, 5.62971)  0.318
H (-2.07703, 12.76813, 3.95007)  0.325
H (-3.34836, 11.04363, 5.87829)  0.297
H (-3.77508, 11.13845, 4.21907)  0.296
H (-5.01763, 11.30521, 5.50054)  0.260
C (5.61531, 18.66165, 1.64807)  0.889
O (6.42849, 19.51133, 1.86073)  -0.710
N (5.83928, 17.43909, 2.01574)  -0.110
N (4.48696, 18.83753, 1.03761)  0.349
H (5.24022, 16.68379, 1.71449)  -0.001
H (6.68550, 17.20789, 2.51627)  0.148
H (4.42567, 19.78710, 0.69898)  -0.213
H (3.96453, 18.06581, 0.64823)  -0.224
C (9.99178, 18.70336, -0.25447)  0.504
O (10.65410, 17.88279, 0.33218)  -0.764
N (10.18572, 19.17535, -1.41353)  -0.063
N (8.90129, 19.13116, 0.28007)  0.110
H (9.84751, 20.06351, -1.75541)  0.181
H (11.07870, 18.95905, -1.83294)  0.244
H (8.46441, 18.61895, 1.03299)  0.026
H (8.37183, 19.81673, -0.23932)  -0.006
O (8.16425, 16.37462, 3.45542)  -0.703
H (8.46471, 17.28320, 3.43432)  0.371
H (8.94350, 15.86949, 3.68746)  0.321
O (5.07987, 14.87010, 0.18027)  -0.549
H (4.72104, 14.17581, -0.37239)  0.276
H (6.02817, 14.74887, 0.13252)  0.249
O (1.98742, 15.12270, 0.58532)  -0.633
H (2.17864, 15.60696, -0.21789)  0.280
H (2.82129, 15.09750, 1.05465)  0.258
O (3.07499, 21.55272, 0.27369)  -0.587
H (3.41644, 21.14493, -0.52212)  0.284
H (2.76182, 22.41100, -0.01183)  0.256
O (8.60319, 19.02277, 3.50458)  -0.724
H (7.90875, 19.32068, 2.91701)  0.329
H (9.32557, 19.63156, 3.35046)  0.311

=====

[2]
This record from the OMol25 dataset describes 14 unconnected molecules or ions with the total composition C20H66ClN26O15P. The level of theory is ωB97M-V with the def2-TZVPD basis set.

Summary:
LUMO energy: 0.51 eV
M: 977.3 g/mol
maximum force: 1.64 eV/Å
HOMO level: -0.266 Ha
Kohn-Sham gap: 7.76 eV

Last column: Mulliken charge in e.
Element x y z (Å)
C (5.29988, 2.73774, -0.62394)  -1.158
C (4.44498, 3.30376, -1.76029)  -0.854
C (2.91972, 3.07969, -1.61657)  -0.065
Cl (2.49931, 1.80907, -0.41379)  -0.200
C (2.10984, 4.38950, -1.43484)  0.206
O (2.77419, 5.39417, -0.65608)  -0.469
C (3.03902, 5.12284, 0.63851)  0.195
O (3.57393, 5.92972, 1.35314)  -0.555
P (0.29739, 4.26747, -1.00247)  -0.387
C (-0.39108, 2.93887, -2.07716)  -0.636
C (0.09079, 3.71614, 0.73619)  -0.129
H (6.30911, 3.15268, -0.64494)  0.382
H (4.89050, 2.98085, 0.35632)  0.337
H (5.36710, 1.65288, -0.68737)  0.267
H (4.75738, 2.81720, -2.68607)  0.427
H (4.65264, 4.36815, -1.86117)  0.446
H (2.57593, 2.67935, -2.57010)  0.387
H (2.09497, 4.80152, -2.44482)  0.449
H (2.76916, 4.12864, 1.02214)  0.367
H (-1.12995, 2.41539, -1.46839)  0.153
H (0.33383, 2.20685, -2.43709)  0.172
H (-0.90518, 3.42610, -2.90045)  0.349
H (-0.26000, 4.53404, 1.36096)  0.510
H (-0.69219, 2.95852, 0.73550)  -0.550
H (0.95838, 3.25078, 1.20301)  0.288
C (2.64851, -0.56997, -3.81026)  0.720
O (3.00848, 0.49048, -4.31614)  -0.700
N (2.66431, -1.74819, -4.49559)  -0.377
N (2.21922, -0.64856, -2.52431)  -0.077
H (2.39576, -2.61958, -4.08292)  0.120
H (2.98412, -1.73237, -5.44448)  0.223
H (2.18640, 0.21005, -1.99850)  0.000
H (1.93724, -1.50517, -2.08624)  0.118
C (-4.14962, 2.75963, 0.55328)  0.571
O (-2.98203, 3.10507, 0.51745)  -0.517
N (-4.70388, 2.24424, 1.69467)  -0.281
N (-4.98397, 2.84114, -0.52280)  -0.425
H (-5.66074, 1.94968, 1.76543)  0.143
H (-4.10231, 2.17490, 2.49510)  0.045
H (-4.59888, 3.19829, -1.37684)  0.230
H (-5.93895, 2.53961, -0.50242)  0.143
C (-4.80836, -1.81818, 1.71550)  0.552
O (-5.76966, -1.52120, 2.41273)  -0.726
N (-4.53670, -3.11729, 1.35927)  -0.392
N (-3.94062, -0.89765, 1.23012)  0.062
H (-3.75088, -3.37655, 0.79250)  0.212
H (-5.15571, -3.82962, 1.69656)  0.210
H (-4.11146, 0.06057, 1.47315)  -0.042
H (-3.14714, -1.11953, 0.65612)  0.182
C (-5.05646, -1.66402, -2.73317)  0.581
O (-3.88113, -1.33687, -2.77905)  -0.666
N (-5.61750, -2.15423, -1.58065)  -0.335
N (-5.89490, -1.57439, -3.80376)  -0.331
H (-6.57570, -2.43547, -1.50640)  0.150
H (-5.01933, -2.22604, -0.77921)  0.254
H (-5.52205, -1.22974, -4.67843)  0.281
H (-6.85896, -1.84072, -3.75715)  0.137
C (6.49540, -1.65090, -2.77578)  0.468
O (5.61483, -2.49093, -2.89446)  -0.743
N (6.22598, -0.31123, -2.71271)  -0.190
N (7.81739, -1.96742, -2.71316)  -0.330
H (6.94550, 0.38406, -2.61310)  0.357
H (5.26159, -0.02376, -2.75600)  -0.096
H (8.06316, -2.93877, -2.76236)  0.214
H (8.54363, -1.27343, -2.64845)  0.177
C (-5.19096, -2.39814, -7.59147)  0.610
O (-5.02289, -1.95822, -6.46683)  -0.654
N (-5.17654, -3.73819, -7.85503)  -0.386
N (-5.40268, -1.58957, -8.67236)  -0.394
H (-5.30699, -4.12061, -8.77144)  0.165
H (-5.01581, -4.35586, -7.08177)  0.218
H (-5.40927, -0.59995, -8.51240)  0.216
H (-5.53853, -1.93718, -9.60182)  0.164
C (4.97715, -6.40713, -2.46606)  0.707
O (6.14169, -6.72438, -2.63779)  -0.675
N (3.99007, -7.36596, -2.33278)  -0.424
N (4.56164, -5.11996, -2.36827)  -0.106
H (3.01741, -7.15193, -2.21996)  0.210
H (4.28000, -8.32443, -2.37519)  0.195
H (5.25365, -4.38781, -2.46135)  0.123
H (3.60959, -4.85867, -2.19563)  0.153
C (-0.71706, 1.08504, 2.92319)  0.647
O (-1.27197, 0.51042, 1.99648)  -0.596
N (-1.07763, 2.34734, 3.30508)  -0.131
N (0.29761, 0.53585, 3.64493)  -0.284
H (-0.64555, 2.82980, 4.06880)  0.088
H (-1.80080, 2.80503, 2.77999)  0.145
H (0.59452, -0.38621, 3.39129)  0.134
H (0.75500, 1.01676, 4.40425)  0.175
C (-4.97742, 2.54182, 6.00537)  0.573
O (-4.10144, 3.34152, 5.71156)  -0.668
N (-5.43730, 1.59711, 5.13429)  -0.141
N (-5.58334, 2.51792, 7.22886)  -0.340
H (-6.15631, 0.93170, 5.36451)  0.208
H (-5.01615, 1.57935, 4.22854)  0.004
H (-5.29071, 3.19135, 7.91022)  0.202
H (-6.30141, 1.85241, 7.45262)  0.190
C (9.14971, 0.35195, -5.09299)  0.686
O (9.54244, 0.54933, -3.94864)  -0.676
N (7.82755, 0.21117, -5.37053)  -0.216
N (10.00706, 0.23623, -6.15018)  -0.397
H (7.45510, 0.00617, -6.27743)  0.171
H (7.21857, 0.30435, -4.57650)  0.081
H (10.98722, 0.32782, -5.96174)  0.232
H (9.70009, 0.06827, -7.08854)  0.158
C (2.32020, 2.01677, 6.95320)  0.594
O (1.79591, 1.37342, 6.05684)  -0.677
N (1.90373, 3.26950, 7.29655)  -0.341
N (3.36540, 1.52587, 7.68001)  -0.417
H (2.32641, 3.80777, 8.02786)  0.173
H (1.13544, 3.65955, 6.78413)  0.194
H (3.69636, 0.60831, 7.44916)  0.213
H (3.80993, 2.03705, 8.41767)  0.158
C (-9.10610, 0.64878, 7.16187)  0.632
O (-7.93216, 0.38961, 6.94460)  -0.660
N (-10.04567, -0.32668, 7.32095)  -0.429
N (-9.56494, 1.93143, 7.25862)  -0.351
H (-11.01289, -0.13529, 7.49685)  0.157
H (-9.73720, -1.27820, 7.25050)  0.221
H (-8.89928, 2.67180, 7.13349)  0.225
H (-10.52416, 2.16035, 7.43433)  0.165
C (2.70168, -5.07801, 1.22491)  0.566
O (2.88968, -4.07314, 0.56491)  -0.596
N (2.87448, -6.33459, 0.70887)  -0.350
N (2.28784, -5.03438, 2.52962)  -0.403
H (2.69944, -7.17503, 1.22487)  0.145
H (3.19176, -6.39581, -0.24137)  0.184
H (2.14727, -4.12897, 2.93601)  0.230
H (2.12736, -5.85242, 3.08446)  0.146